# C3H3NO2S2

2 unconnected molecules or ions with the total composition C3H3NO2S2 (the ωB97M-V functional and the def2-TZVPD basis, OMol25).

CARTESIAN COORDINATES (ANGSTROEM)
C -0.7238 -0.3120 -0.0025
C 1.5625 -0.2508 0.0061
C -0.2605 0.8843 -0.0495
H -2.3114 -1.3055 1.1604
H 0.5187 -2.1608 -0.1197
H -0.2802 2.6798 -1.0958
N 0.5382 -1.1438 0.3282
O 1.0371 0.9966 0.0837
O -0.8681 2.0282 0.1050
S -2.3480 -0.9239 -0.2411
S 3.1356 -0.4921 -0.1747

Atoms 1-3, force components in eV/Å:
0.6 -4.3 0.1
0.1 -1.2 1.5
-1.5 2.9 1.4

As for the HOMO energy: -8.566 eV. The total energy comes out at -30410.7870 eV. As for the molar mass: 149.196 g/mol.



# C28H33F18N14O12S6Zn

A molecular structure, C28H33F18N14O12S6Zn (the ωB97M-V functional and the def2-TZVPD basis, OMol25).

CARTESIAN COORDINATES (ANGSTROEM)
Zn 6.8248 -16.1299 -12.0957
C 11.0095 -23.4459 -13.8417
F 12.0410 -23.5118 -14.6658
F 11.0593 -24.4617 -12.9857
F 11.0914 -22.3337 -13.1234
S 9.3843 -23.5705 -14.8277
O 9.5907 -22.7581 -15.9892
O 9.2213 -24.9754 -15.0716
N 8.1970 -23.1768 -13.7512
S 7.8733 -21.5984 -13.7046
O 7.3462 -21.3143 -12.3893
O 8.9681 -20.7032 -13.9960
C 6.5592 -21.2601 -15.0016
F 6.1524 -19.9864 -14.9324
F 7.0036 -21.5053 -16.2465
F 5.5015 -22.0919 -14.7736
C 9.0696 -14.2439 -15.1807
F 8.5493 -13.0532 -14.9634
F 8.0974 -14.9816 -15.7071
F 10.1014 -14.1819 -15.9761
S 9.6522 -15.1130 -13.5989
O 9.5963 -16.5180 -13.8692
O 10.9346 -14.5971 -13.2646
N 8.3408 -14.8388 -12.5498
S 8.5662 -13.5491 -11.6242
O 9.1507 -12.4035 -12.2328
O 7.3129 -13.3597 -10.9397
C 9.7148 -14.0447 -10.2095
F 9.4409 -13.4269 -9.0840
F 9.5569 -15.3326 -9.9734
F 10.9684 -13.7802 -10.5435
C 5.8663 -17.0970 -8.3119
F 5.5657 -18.3945 -8.2345
F 5.7984 -16.4822 -7.1554
F 7.1167 -17.0260 -8.7154
S 4.7580 -16.2206 -9.6019
O 3.4344 -16.5140 -9.1790
O 5.1989 -14.8665 -9.6066
N 5.3502 -16.9366 -11.0239
S 4.6095 -18.3019 -11.3953
O 5.4249 -18.9599 -12.3649
O 4.1012 -19.1531 -10.3723
C 3.0783 -17.6930 -12.3646
F 2.4665 -16.6900 -11.7241
F 3.4638 -17.2863 -13.5710
F 2.2107 -18.6793 -12.4332
C 0.6882 -15.9919 -15.3465
C 1.5088 -16.9125 -16.1278
N 2.1257 -17.6612 -16.7019
H -0.3725 -16.1338 -15.5145
H 1.0245 -14.9706 -15.4895
H 0.8942 -16.2417 -14.3009
C 6.2905 -21.3114 -9.5940
C 7.3424 -20.8448 -8.7028
N 8.1286 -20.4384 -8.0190
H 6.5004 -22.2911 -10.0118
H 6.3083 -20.6196 -10.4393
H 5.3151 -21.2512 -9.1187
C 9.9720 -19.6406 -11.1346
C 9.0242 -18.5600 -11.2278
N 8.2514 -17.7328 -11.3132
H 9.5085 -20.5390 -10.7322
H 10.9226 -19.4163 -10.6641
H 10.1962 -19.9326 -12.1696
C 5.8831 -19.6265 -5.3944
C 5.5066 -21.0213 -5.7065
N 5.2072 -22.1031 -5.9653
H 6.9252 -19.5449 -5.7070
H 5.7268 -19.4084 -4.3451
H 5.2922 -18.9846 -6.0360
C 4.6206 -11.6054 -10.1080
C 5.9173 -11.2625 -9.5370
N 6.9736 -11.0286 -9.1321
H 4.8381 -11.9895 -11.1095
H 4.0339 -10.7148 -10.3339
H 4.1182 -12.3355 -9.4835
C 4.1456 -13.0631 -14.4861
C 4.9072 -13.9922 -13.6739
N 5.3958 -14.7786 -13.0469
H 3.7332 -12.2923 -13.8344
H 3.3870 -13.5330 -15.1005
H 4.8341 -12.5492 -15.1634
C -0.0168 -15.6500 -9.2128
C 0.9310 -14.7459 -8.5669
N 1.7401 -14.0718 -8.1203
H -0.5008 -15.1322 -10.0346
H -0.7282 -16.1534 -8.5692
H 0.6539 -16.4292 -9.5966
C 2.3362 -22.1621 -14.6831
C 1.5351 -21.6727 -13.5772
N 0.9790 -21.3022 -12.7017
H 3.2722 -21.6066 -14.7376
H 1.8718 -21.9902 -15.6545
H 2.5446 -23.2231 -14.5753
C 5.7931 -17.1468 -16.4072
C 6.3032 -17.1388 -15.0629
N 6.7553 -17.1556 -14.0335
H 5.4273 -16.1359 -16.6377
H 4.9131 -17.7573 -16.6098
H 6.5411 -17.3573 -17.1687
C 6.8490 -14.0434 -5.4676
C 7.9023 -15.0320 -5.3072
N 8.7202 -15.8004 -5.1012
H 6.2085 -14.0611 -4.5907
H 6.2154 -14.3441 -6.3080
H 7.2395 -13.0816 -5.7757
C 10.0448 -18.3686 -6.3012
C 11.0622 -17.6464 -7.0507
N 11.8538 -17.0606 -7.6263
H 10.1434 -19.4291 -6.5166
H 9.0396 -18.0129 -6.5036
H 10.1746 -18.1795 -5.2354

Atoms 1-3, force components in eV/Å:
1.0 -0.9 -0.6
-1.3 -0.1 0.1
0.2 0.0 -0.2

As for the HOMO energy: -7.763 eV. The total energy comes out at -237344.7570 eV. The total charge is -1. As for the molar mass: 1357.414 g/mol.



# C3H14F4N2O12PtS4

A molecular structure, C3H14F4N2O12PtS4 (the ωB97M-V functional and the def2-TZVPD basis, OMol25).

CARTESIAN COORDINATES (ANGSTROEM)
Pt 0.5366 -0.1572 0.1874
N 2.4886 -0.7564 0.7048
S 3.3300 -0.9564 2.0659
O 4.6510 -0.4554 2.1321
O 2.9930 -2.1738 2.7074
F 2.4541 0.0958 2.9400
S 3.5143 -1.4953 -0.3783
O 4.2255 -2.6401 0.0353
O 4.2050 -0.4999 -1.1156
F 2.4166 -2.0638 -1.3482
N -0.3807 -1.8185 -0.7479
S -0.3579 -3.4201 -0.2621
O 0.1008 -4.3438 -1.2296
O -1.4201 -3.7232 0.6201
F 0.9026 -3.2942 0.6832
S -1.1873 -2.0104 -2.1097
O -2.5043 -2.5048 -1.8987
O -0.4944 -2.3920 -3.2796
F -1.4848 -0.4451 -2.3797
O 1.2205 1.7993 1.1951
H 1.2552 1.9665 2.1417
H 1.8913 2.3640 0.7997
O -0.5032 -0.6963 2.1848
H -0.1155 -1.0456 2.9949
H -1.4383 -0.9189 2.2226
O 1.2323 0.9596 -1.7408
H 1.0543 1.8553 -2.0379
H 1.7017 0.5282 -2.4634
C -3.3440 1.9470 -1.1058
C -2.0201 2.3290 -0.4754
C -2.1887 3.2971 0.6764
O -1.4093 1.1092 0.0125
H -3.1856 1.3314 -1.9917
H -3.9262 2.8109 -1.4310
H -4.0150 1.3825 -0.4501
H -1.3916 2.7620 -1.2525
H -2.7902 4.1681 0.4166
H -1.2144 3.6523 1.0174
H -2.6701 2.8321 1.5399
H -2.1318 0.6210 0.4200

Atoms 1-3, force components in eV/Å:
-0.4 0.9 0.2
2.9 -1.4 -0.6
-1.9 0.1 3.2

Its multiplicity is 3. As for the HOMO energy (spin up / spin down): -9.673 / -10.068 eV. The total energy comes out at -88341.7380 eV. As for the molar mass: 669.485 g/mol.



# C7H4BrF6N2O4S2Se2Te2Y

A molecular structure, C7H4BrF6N2O4S2Se2Te2Y (the ωB97M-V functional and the def2-TZVPD basis, OMol25).

CARTESIAN COORDINATES (ANGSTROEM)
Y 10.9269 7.1871 5.6363
Se 12.6220 5.7385 3.8241
Te 12.9567 5.0724 6.2540
Te 13.8712 7.4719 7.1130
Se 11.6765 8.3120 8.1792
Br 8.9240 9.5140 5.9316
C 10.5073 10.2910 5.3934
C 10.7171 11.6836 5.3473
C 11.9212 12.1190 4.9133
C 12.8676 11.2719 4.3892
C 12.5626 9.8954 4.3571
N 11.4165 9.4700 4.9700
H 9.9456 12.3148 5.7528
H 12.0805 13.2104 4.8714
H 13.7698 11.6734 3.9783
H 13.1714 9.1017 3.9412
F 9.9899 3.7731 5.5245
C 8.7948 3.9852 5.0093
F 8.7553 3.5617 3.7489
F 7.9030 3.4788 5.8116
S 8.4615 5.8027 5.0829
O 9.2854 6.5186 4.0814
O 9.0073 6.2464 6.4113
N 6.9850 5.7852 4.8441
S 5.9845 6.9097 5.4433
O 6.6564 7.8030 6.3509
O 5.1524 7.4293 4.4246
C 4.9722 5.9289 6.5283
F 4.0214 6.7276 7.0323
F 4.5068 4.9636 5.7474
F 5.6687 5.3161 7.4624

Atoms 1-3, force components in eV/Å:
1.0 0.5 0.2
-0.2 0.1 0.5
0.4 -0.3 -0.3

As for the HOMO energy: -7.631 eV. The total energy comes out at -272837.2335 eV. As for the molar mass: 940.171 g/mol.



# C14H22F3GeN2ORhS

A molecular structure, C14H22F3GeN2ORhS (the ωB97M-V functional and the def2-TZVPD basis, OMol25).

CARTESIAN COORDINATES (ANGSTROEM)
Rh 0.7783 -0.4592 -0.0094
F 4.4808 -3.5394 -2.4217
C 3.2724 -3.9324 -2.8495
F 3.4021 -5.2129 -3.2562
F 2.9765 -3.2111 -3.9412
C 2.2208 -3.8037 -1.7806
C 1.5454 -4.9212 -1.3314
C 0.5576 -4.8047 -0.3598
C 0.2874 -3.5447 0.1356
N 0.9570 -2.4734 -0.2755
C 1.9162 -2.5492 -1.2269
S 2.5908 -0.9946 -1.6048
H 1.7865 -5.8886 -1.7499
H 0.0133 -5.6637 0.0017
H -0.4750 -3.3686 0.8834
C -1.7015 1.7386 2.4572
Ge 0.1285 1.0917 2.6868
C 1.3867 2.3838 1.9370
C 0.5213 0.8808 4.5856
C 0.2462 -0.5930 1.6996
H -1.8332 2.7134 2.9294
H -2.4143 1.0415 2.8989
H -1.9307 1.8317 1.3945
H 1.1018 3.3812 2.2819
H 1.3958 2.3961 0.8494
H 2.3959 2.1705 2.2896
H 0.4359 1.8160 5.1390
H 1.5380 0.5056 4.7062
H -0.1694 0.1621 5.0293
H 0.1340 -1.5513 2.2234
C -3.0633 2.9235 -2.0608
N -1.7450 2.7425 -1.4645
C -1.0145 3.8985 -0.9503
C -1.1554 1.5448 -1.3310
C -1.8564 0.3079 -1.8081
O -0.0204 1.4965 -0.8257
H -3.2578 3.9887 -2.1418
H -3.8491 2.4804 -1.4472
H -3.1092 2.4973 -3.0622
H -1.5808 4.7971 -1.1765
H -0.0290 3.9612 -1.4092
H -0.8755 3.8165 0.1284
H -2.9083 0.4516 -2.0344
H -1.7398 -0.4551 -1.0376
H -1.3404 -0.0526 -2.7004

Atoms 1-3, force components in eV/Å:
-0.1 -0.4 -0.7
0.0 0.0 0.0
0.0 0.0 0.1

As for the HOMO energy: -7.330 eV. The total energy comes out at -98413.6220 eV. As for the molar mass: 498.920 g/mol.



# C18H15N3ORhSTe

A molecular structure, C18H15N3ORhSTe (the ωB97M-V functional and the def2-TZVPD basis, OMol25).

CARTESIAN COORDINATES (ANGSTROEM)
Rh -15.5357 1.1478 2.6459
C -15.7736 -1.0476 6.5038
C -16.0439 -0.2157 5.2732
N -15.2198 -0.1702 4.3113
N -13.9858 -0.8235 4.3596
C -13.2190 -0.2207 3.4677
O -13.5729 0.7523 2.6841
C -11.9149 -0.8964 3.2653
C -11.7268 -2.2969 3.3770
C -10.5251 -2.9183 3.0127
C -9.4465 -2.1210 2.4824
C -9.6361 -0.7663 2.4305
C -10.8500 -0.1323 2.8365
C -17.2731 0.5599 5.0796
C -18.3330 0.5247 5.9716
C -19.4305 1.3174 5.7913
C -19.4615 2.1967 4.7544
C -18.3326 2.2744 3.9352
N -17.2555 1.4633 4.0408
H -14.7410 -1.4339 6.4309
H -16.4148 -2.0028 6.5266
H -15.8698 -0.4701 7.3845
H -12.5461 -2.8774 3.7165
H -10.4117 -3.9906 3.0612
H -8.4970 -2.5922 2.1735
H -8.8467 -0.0481 2.0910
H -11.0423 0.9489 2.7401
H -18.2829 -0.2371 6.7733
H -20.2996 1.2394 6.4610
H -20.3321 2.7663 4.5125
H -18.2678 2.9854 3.1123
Te -16.1972 -1.1039 0.9522
C -18.1796 -1.4790 1.0957
C -18.9570 -2.2742 0.2712
C -20.3470 -2.1377 0.5709
C -20.5964 -1.1996 1.5371
S -19.1749 -0.4837 2.0806
H -18.4618 -3.0165 -0.3475
H -21.1099 -2.7087 0.0715
H -21.5933 -0.9402 1.9641

Atoms 1-3, force components in eV/Å:
-1.1 -0.4 -0.3
0.0 -2.0 -1.3
0.0 -1.3 0.8

Its multiplicity is 5. As for the HOMO energy (spin up / spin down): -11.321 / -11.317 eV. The total energy comes out at -46554.6225 eV. The total charge is +1. As for the molar mass: 551.911 g/mol.